[1]
The following is a DFT calculation (ωB97M-V/def2-TZVPD) of a structure of composition H12HfN2O12.

Geometry as ORCA input:
```
! RIJCOSX wB97M-V def2-TZVPD def2/J DEFGRID3
* xyz 2 1
Hf -0.338 2.392 -0.114
N -0.074 2.344 -3.178
O 0.427 2.300 -2.029
O -0.453 3.494 -3.451
O -0.924 1.537 -3.418
N 1.039 -1.034 -0.529
O 0.021 -1.464 -1.050
O 1.469 -1.539 0.518
O 1.091 0.215 -0.599
O -0.375 1.161 1.565
H -0.972 0.464 1.814
H 0.041 1.228 2.481
O -2.704 -2.359 -1.718
H -1.780 -2.269 -1.944
H -2.662 -2.878 -0.907
O 1.614 2.740 0.508
H 2.124 2.058 0.930
H 2.193 3.456 0.745
O 2.277 -1.373 2.958
H 1.549 -0.742 3.163
H 2.122 -1.460 2.033
O -1.486 0.713 -0.787
H -2.460 0.677 -0.836
H -1.120 -0.190 -0.969
O -0.648 -3.122 1.681
H 0.075 -3.633 2.106
H -0.048 -2.705 1.018
*
```

For the energy, the calculation gives -1066.4933 hartree. Its HOMO-LUMO gap is 4.32 eV. For the lowest unoccupied orbital energy, the calculation gives -12.3 eV.

=====

[2]
The following is a DFT calculation (ωB97M-V/def2-TZVPD) of a structure of composition F4N2O8RbS4.

Geometry as ORCA input:
```
! RIJCOSX wB97M-V def2-TZVPD def2/J DEFGRID3
* xyz 0 2
Rb -0.761 -2.008 -1.009
N -4.470 0.177 1.505
S -3.161 -0.366 2.179
O -2.497 0.587 3.076
O -2.343 -1.359 1.513
F -3.883 -1.294 3.253
S -3.494 0.924 0.254
O -2.763 0.074 -0.633
O -2.811 2.177 0.481
F -4.721 1.424 -0.557
N 3.027 0.849 -0.788
S 3.765 0.277 -2.315
O 2.934 -0.677 -3.034
O 5.200 0.189 -2.409
F 3.423 1.671 -3.151
S 3.120 -0.495 0.033
O 4.240 -1.345 -0.073
O 1.822 -1.139 0.216
F 3.372 0.333 1.460
*
```

For the energy, the calculation gives -2727.5526 hartree. Its expectation value of S² is 0.7582. Its HOMO-LUMO gap (alpha / beta) is 7.77 / 2.93 eV. For the lowest unoccupied orbital energy (alpha / beta), the calculation gives -1.8 / -6.6 eV.

=====

These records have maximum force values of 11.13 8.40 eV/Å, in the order they appear.